(1)
Entry from the OMol25 dataset: a structure of composition C31H34AsNOsSi2Te (wB97M-V/def2-TZVPD).

Computed properties:
Orbital gap (spin up / spin down)   6.392 / 6.392 eV
M   869.5 g mol⁻¹
Charge   0
LUMO level (spin up / spin down)   -0.6 / -0.6 eV
E_tot   -4429.9684 hartree
ΔE to the lowest compared entry with this formula, charge and spin   0.000 eV

CARTESIAN COORDINATES (ANGSTROEM)
Os  -0.861  1.968  -0.309
C  -1.736  0.790  3.102
Si  -0.519  1.884  2.163
C  -0.467  3.497  3.148
C  1.215  1.189  2.458
C  1.594  0.539  3.633
C  2.907  0.135  3.825
C  3.864  0.406  2.853
C  3.499  1.067  1.688
C  2.174  1.450  1.471
Si  1.513  2.261  -0.101
C  2.560  1.535  -1.513
C  1.952  4.094  -0.073
H  -1.601  0.947  4.177
H  -1.595  -0.275  2.908
H  -2.767  1.045  2.851
H  -0.031  3.298  4.131
H  -1.464  3.921  3.291
H  0.147  4.251  2.652
H  0.857  0.327  4.401
H  3.188  -0.390  4.730
H  4.893  0.101  3.006
H  4.259  1.270  0.941
H  3.618  1.563  -1.241
H  2.451  2.118  -2.431
H  2.300  0.496  -1.736
H  3.035  4.230  0.004
H  1.481  4.600  0.770
H  1.607  4.584  -0.987
C  -0.495  -2.533  -4.382
C  0.608  -2.501  -3.540
C  0.512  -1.909  -2.286
C  -0.687  -1.343  -1.869
C  -1.786  -1.365  -2.721
C  -1.693  -1.963  -3.970
As  -0.834  -0.431  -0.145
C  0.126  -1.716  0.943
C  1.493  -1.845  1.112
C  1.987  -2.892  1.878
C  1.113  -3.795  2.468
C  -0.259  -3.663  2.302
C  -0.764  -2.620  1.535
C  -2.201  -2.346  1.299
C  -3.266  -3.052  1.844
C  -4.567  -2.634  1.597
C  -4.816  -1.508  0.823
C  -3.757  -0.794  0.275
C  -2.466  -1.230  0.501
H  -0.424  -3.007  -5.353
H  1.543  -2.948  -3.852
H  1.373  -1.910  -1.629
H  -2.725  -0.924  -2.407
H  -2.560  -1.993  -4.619
H  2.174  -1.119  0.685
H  3.054  -2.990  2.029
H  1.502  -4.605  3.071
H  -0.927  -4.372  2.773
H  -3.091  -3.915  2.473
H  -5.394  -3.183  2.028
H  -5.834  -1.179  0.659
H  -3.936  0.110  -0.297
Te  -2.437  3.668  0.363
C  0.070  2.326  -5.660
C  0.370  1.160  -4.717
C  -0.033  1.443  -3.345
N  -0.339  1.654  -2.262
H  0.393  2.071  -6.668
H  0.597  3.227  -5.347
H  -0.996  2.543  -5.684
H  1.439  0.937  -4.690
H  -0.141  0.247  -5.026


(2)
Entry from the OMol25 dataset: a structure of composition C31H34F5N5O2PbSe (wB97M-V/def2-TZVPD).

Computed properties:
Orbital gap   6.855 eV
M   889.8 g mol⁻¹
Charge   +2
LUMO level   -6.3 eV
E_tot   -4719.0635 hartree
ΔE to the lowest compared entry with this formula, charge and spin   0.241 eV

CARTESIAN COORDINATES (ANGSTROEM)
Pb  -0.536  -0.175  -0.555
C  4.087  -0.914  -0.093
C  2.668  -0.464  -0.120
N  1.641  -1.217  -0.254
C  1.693  -2.656  -0.285
C  0.536  -3.264  -1.093
N  -0.785  -2.685  -0.814
C  -1.554  -3.240  0.307
C  -1.104  -2.648  1.641
N  -1.145  -1.179  1.614
C  -2.425  -0.596  2.044
C  -2.388  0.955  1.982
N  -1.251  1.359  1.217
C  -0.651  2.484  1.302
C  -1.197  3.654  2.037
C  0.718  2.477  0.727
C  1.608  3.548  0.697
C  2.930  3.295  0.349
C  3.355  2.001  0.082
C  2.399  0.983  0.085
N  1.133  1.260  0.370
H  4.180  -1.976  0.109
H  4.669  -0.370  0.648
H  4.527  -0.716  -1.074
H  1.649  -3.010  0.752
H  2.617  -3.038  -0.729
H  0.537  -4.349  -0.930
H  0.753  -3.084  -2.147
H  -1.346  -2.830  -1.646
H  -1.477  -4.332  0.350
H  -2.604  -2.985  0.148
H  -0.080  -2.958  1.836
H  -1.734  -3.052  2.440
H  -0.427  -0.829  2.240
H  -2.661  -0.914  3.066
H  -3.210  -0.980  1.393
H  -2.331  1.371  2.997
H  -3.317  1.330  1.539
H  -2.093  4.014  1.528
H  -0.494  4.474  2.129
H  -1.516  3.355  3.038
H  1.303  4.554  0.937
H  3.640  4.107  0.313
H  4.392  1.798  -0.127
F  6.008  -0.708  -7.186
C  5.116  -0.332  -6.288
C  4.635  0.980  -6.288
F  5.097  1.853  -7.169
C  3.690  1.367  -5.340
F  3.248  2.620  -5.281
C  3.200  0.452  -4.416
Se  1.963  0.914  -3.035
C  3.722  -0.835  -4.407
F  3.274  -1.666  -3.443
C  4.672  -1.247  -5.328
F  5.150  -2.485  -5.298
C  -3.921  5.593  -6.168
C  -3.027  4.728  -5.344
C  -3.020  3.346  -5.495
C  -2.113  2.550  -4.819
C  -2.144  1.059  -4.988
C  -1.201  3.164  -3.951
C  -1.225  4.547  -3.728
C  -0.275  5.206  -2.772
C  -2.146  5.302  -4.435
C  -0.168  2.357  -3.286
O  0.737  1.851  -4.081
O  -0.082  2.151  -2.074
H  -4.719  5.028  -6.641
H  -3.328  6.058  -6.956
H  -4.355  6.393  -5.572
H  -3.728  2.883  -6.166
H  -2.892  0.775  -5.724
H  -2.394  0.579  -4.039
H  -1.178  0.684  -5.320
H  -0.701  5.205  -1.769
H  -0.098  6.239  -3.058
H  0.679  4.687  -2.723
H  -2.174  6.372  -4.293


(3)
Entry from the OMol25 dataset: a structure of composition C31H34IrN7O4 (wB97M-V/def2-TZVPD).

Computed properties:
Orbital gap   7.259 eV
M   760.9 g mol⁻¹
Charge   +2
LUMO level   -6.1 eV
E_tot   -1989.6349 hartree
ΔE to the lowest compared entry with this formula, charge and spin   1.589 eV

CARTESIAN COORDINATES (ANGSTROEM)
Ir  -0.310  0.515  0.496
O  6.410  -0.440  -1.819
N  6.342  -0.272  -0.620
O  7.279  -0.216  0.136
C  4.977  -0.162  -0.016
C  4.917  -0.318  1.314
C  3.656  -0.302  2.000
C  3.555  -0.469  3.391
C  2.314  -0.452  3.971
C  1.191  -0.273  3.160
N  1.256  -0.108  1.850
C  2.491  -0.110  1.268
C  2.578  0.128  -0.154
N  1.401  0.374  -0.792
C  1.406  0.573  -2.099
C  2.582  0.575  -2.843
C  3.778  0.343  -2.218
C  3.802  0.088  -0.828
H  5.833  -0.465  1.871
H  4.451  -0.599  3.985
H  2.186  -0.575  5.037
H  0.200  -0.289  3.596
H  0.445  0.755  -2.560
H  2.540  0.758  -3.908
H  4.696  0.344  -2.780
C  -1.786  2.282  4.066
C  -1.568  1.481  2.836
N  -0.912  1.880  1.789
O  -0.242  3.094  1.881
C  -2.117  0.157  2.646
C  -3.011  -0.538  3.616
N  -1.725  -0.375  1.503
O  -2.191  -1.483  1.124
H  -1.112  3.131  4.110
H  -1.647  1.647  4.942
H  -2.817  2.644  4.093
H  -0.733  3.697  1.301
H  -3.883  0.068  3.868
H  -2.480  -0.745  4.549
H  -3.346  -1.482  3.199
C  -5.226  0.213  -2.577
N  -4.399  -0.386  -1.487
C  -3.294  -1.224  -2.040
C  -3.876  0.616  -0.457
C  -2.918  1.642  -1.003
C  -3.512  2.726  -1.667
C  -2.772  3.753  -2.216
C  -1.393  3.711  -2.075
C  -0.805  2.665  -1.383
C  -1.521  1.589  -0.814
H  -5.651  -0.597  -3.164
H  -4.589  0.834  -3.198
H  -6.022  0.805  -2.133
H  -5.008  -1.009  -0.958
H  -2.505  -0.553  -2.372
H  -3.674  -1.807  -2.874
H  -2.943  -1.877  -1.244
H  -3.425  -0.011  0.298
H  -4.763  1.096  -0.043
H  -4.594  2.782  -1.720
H  -3.259  4.575  -2.723
H  -0.777  4.507  -2.474
H  0.272  2.707  -1.258
N  -0.127  -2.020  -0.536
C  1.095  -2.588  -0.980
C  1.471  -2.552  -2.315
C  2.702  -3.066  -2.706
C  3.564  -3.615  -1.770
C  3.181  -3.660  -0.434
C  1.955  -3.152  -0.038
H  -0.814  -1.947  -1.273
H  -0.548  -2.475  0.261
H  0.791  -2.147  -3.058
H  2.980  -3.048  -3.753
H  4.513  -4.031  -2.080
H  3.838  -4.108  0.302
H  1.647  -3.209  1.002


Repeat the second record exactly.
Entry from the OMol25 dataset: a structure of composition C31H34F5N5O2PbSe (wB97M-V/def2-TZVPD).

Computed properties:
Orbital gap   6.855 eV
M   889.8 g mol⁻¹
Charge   +2
LUMO level   -6.3 eV
E_tot   -4719.0635 hartree
ΔE to the lowest compared entry with this formula, charge and spin   0.241 eV

CARTESIAN COORDINATES (ANGSTROEM)
Pb  -0.536  -0.175  -0.555
C  4.087  -0.914  -0.093
C  2.668  -0.464  -0.120
N  1.641  -1.217  -0.254
C  1.693  -2.656  -0.285
C  0.536  -3.264  -1.093
N  -0.785  -2.685  -0.814
C  -1.554  -3.240  0.307
C  -1.104  -2.648  1.641
N  -1.145  -1.179  1.614
C  -2.425  -0.596  2.044
C  -2.388  0.955  1.982
N  -1.251  1.359  1.217
C  -0.651  2.484  1.302
C  -1.197  3.654  2.037
C  0.718  2.477  0.727
C  1.608  3.548  0.697
C  2.930  3.295  0.349
C  3.355  2.001  0.082
C  2.399  0.983  0.085
N  1.133  1.260  0.370
H  4.180  -1.976  0.109
H  4.669  -0.370  0.648
H  4.527  -0.716  -1.074
H  1.649  -3.010  0.752
H  2.617  -3.038  -0.729
H  0.537  -4.349  -0.930
H  0.753  -3.084  -2.147
H  -1.346  -2.830  -1.646
H  -1.477  -4.332  0.350
H  -2.604  -2.985  0.148
H  -0.080  -2.958  1.836
H  -1.734  -3.052  2.440
H  -0.427  -0.829  2.240
H  -2.661  -0.914  3.066
H  -3.210  -0.980  1.393
H  -2.331  1.371  2.997
H  -3.317  1.330  1.539
H  -2.093  4.014  1.528
H  -0.494  4.474  2.129
H  -1.516  3.355  3.038
H  1.303  4.554  0.937
H  3.640  4.107  0.313
H  4.392  1.798  -0.127
F  6.008  -0.708  -7.186
C  5.116  -0.332  -6.288
C  4.635  0.980  -6.288
F  5.097  1.853  -7.169
C  3.690  1.367  -5.340
F  3.248  2.620  -5.281
C  3.200  0.452  -4.416
Se  1.963  0.914  -3.035
C  3.722  -0.835  -4.407
F  3.274  -1.666  -3.443
C  4.672  -1.247  -5.328
F  5.150  -2.485  -5.298
C  -3.921  5.593  -6.168
C  -3.027  4.728  -5.344
C  -3.020  3.346  -5.495
C  -2.113  2.550  -4.819
C  -2.144  1.059  -4.988
C  -1.201  3.164  -3.951
C  -1.225  4.547  -3.728
C  -0.275  5.206  -2.772
C  -2.146  5.302  -4.435
C  -0.168  2.357  -3.286
O  0.737  1.851  -4.081
O  -0.082  2.151  -2.074
H  -4.719  5.028  -6.641
H  -3.328  6.058  -6.956
H  -4.355  6.393  -5.572
H  -3.728  2.883  -6.166
H  -2.892  0.775  -5.724
H  -2.394  0.579  -4.039
H  -1.178  0.684  -5.320
H  -0.701  5.205  -1.769
H  -0.098  6.239  -3.058
H  0.679  4.687  -2.723
H  -2.174  6.372  -4.293